60
Properties=species:S:1:pos:R:3:mulliken_spin:R:1 method="wB97M-V/def2-TZVPD" multiplicity=2 lumo_energy_ev="-1.4 / -1.4" e_homo_ev="-5.552 / -5.547" s_squared=0.7549 relative_energy_ev=0.000 orbital_gap_ha="0.15203 / 0.15069" largest_force_ha_per_bohr=0.110
P -0.390 -1.166 -5.350 0.1144
P 0.584 1.899 -3.883 0.0090
C 0.459 0.210 -6.246 0.0447
C 1.323 1.137 -5.382 -0.0043
H -0.297 0.767 -6.824 -0.0013
H 1.099 -0.282 -6.995 -0.0026
H 2.237 0.632 -5.030 -0.0002
H 1.625 2.000 -5.996 0.0005
C 0.134 3.591 -4.523 0.0001
H -0.222 4.228 -3.705 0.0000
H -0.631 3.556 -5.306 -0.0001
H 1.046 4.038 -4.938 0.0000
C 1.867 2.377 -2.712 -0.0002
H 2.043 3.461 -2.750 0.0014
H 2.789 1.802 -2.864 -0.0005
H 1.414 2.194 -1.721 0.0017
C -1.607 -1.969 -6.583 0.0593
H -2.299 -2.615 -6.031 0.0132
H -1.110 -2.616 -7.314 -0.0115
H -2.210 -1.245 -7.152 0.0023
C 0.853 -2.537 -5.910 -0.0010
H 1.883 -2.190 -5.804 -0.0005
H 0.724 -2.820 -6.958 0.0010
H 0.722 -3.443 -5.310 -0.0047
Cu 2.204 0.713 -0.834 -0.0004
C -1.491 1.058 -4.201 -0.0096
C -1.962 -0.116 -4.927 0.0039
C -3.033 -0.923 -4.190 0.0214
C -2.497 -2.086 -3.337 0.0640
C -1.178 -2.529 -3.818 0.7159
C -0.099 -1.611 -3.659 -0.1570
C -0.206 -0.456 -2.551 0.1302
C -1.309 0.646 -2.710 0.0120
C 2.370 -1.149 -0.143 0.0025
H -2.039 2.003 -4.259 -0.0005
H -2.342 0.331 -5.841 0.0029
H -3.685 -1.337 -4.954 -0.0014
H -3.652 -0.235 -3.608 -0.0054
H -2.477 -1.771 -2.283 0.0236
H -3.202 -2.925 -3.352 0.0060
H -0.916 -3.583 -3.894 -0.0224
H 0.944 -1.987 -3.621 0.0038
H 0.820 0.005 -2.631 0.0065
H -0.215 -0.945 -1.551 -0.0185
H -2.233 0.255 -2.266 0.0025
H -1.022 1.496 -2.043 0.0013
H 3.431 -1.367 0.017 0.0001
H 2.023 -1.847 -0.913 -0.0009
H 1.901 -1.468 0.803 0.0001
C 0.155 3.923 2.076 0.0001
C -0.612 3.047 1.311 0.0002
C 0.035 2.131 0.456 0.0009
C 1.418 2.132 0.346 -0.0001
C 2.182 3.097 1.002 -0.0005
C 1.540 3.988 1.905 0.0001
H -0.340 4.548 2.814 0.0000
H -1.700 3.031 1.370 0.0000
H -0.564 1.429 -0.128 -0.0019
H 3.255 3.176 0.818 0.0000
H 2.126 4.720 2.470 0.0000

77
Properties=species:S:1:pos:R:3:lowdin_charge:R:1 method="wB97M-V/def2-TZVPD" lumo_energy_ev="1.4 / 1.4" e_homo_ev="-4.312 / -4.312" relative_energy_ev=1.396 charge=-1 orbital_gap_ha="0.20979 / 0.20974" largest_force_ha_per_bohr=0.064
W -0.741 0.783 0.245 1.3391
C -2.661 0.791 4.081 -0.0705
C -1.410 0.029 3.759 -0.3211
C -0.566 -0.404 4.769 -0.0469
C 0.587 -1.100 4.433 -0.0659
C 0.862 -1.375 3.115 -0.0494
C -0.058 -0.959 2.143 -0.4405
N -1.170 -0.263 2.473 0.0868
N 0.063 -1.090 0.782 -0.1633
Si 0.914 -2.424 0.051 0.4119
C 0.198 -2.974 -1.587 -0.1674
C 2.741 -2.060 -0.138 -0.1522
C 0.673 -3.949 1.132 -0.1660
H -3.106 0.416 5.003 0.0824
H -3.389 0.710 3.276 0.0297
H -2.444 1.851 4.225 0.0617
H -0.808 -0.180 5.799 0.1101
H 1.287 -1.400 5.204 0.1110
H 1.779 -1.863 2.819 0.0993
H 0.041 -2.185 -2.315 -0.0123
H -0.743 -3.507 -1.434 0.0211
H 0.909 -3.683 -2.026 0.0396
H 3.130 -1.486 0.707 0.0160
H 2.900 -1.476 -1.045 0.0038
H 3.320 -2.985 -0.214 0.0318
H -0.370 -4.272 1.078 0.0312
H 0.931 -3.825 2.182 0.0114
H 1.289 -4.759 0.729 0.0319
Te -2.443 2.915 1.289 0.2464
Te -5.024 3.230 1.558 -0.0289
Te -3.908 3.536 -2.831 -0.0224
Te -1.844 2.830 -1.402 0.3422
C -3.469 -2.170 0.022 -0.0194
C -3.460 -0.756 -0.554 -0.6598
C -4.648 0.035 -0.057 -0.0930
C -3.415 -0.786 -2.075 -0.0277
O -2.257 -0.161 -0.082 -0.4786
P 0.132 0.453 -2.150 0.4124
O -0.471 1.305 -3.239 -0.5136
O 0.799 1.342 -0.992 -0.5858
O 1.466 -0.294 -2.705 -0.2778
C 2.233 0.131 -3.864 -0.6303
C 1.439 -0.122 -5.139 -0.0349
C 2.625 1.597 -3.726 -0.0313
C 3.469 -0.755 -3.825 -0.0413
H -4.376 -2.693 -0.285 0.0870
H -3.432 -2.128 1.112 0.0871
H -2.601 -2.728 -0.333 0.0647
H -5.570 -0.456 -0.380 0.0968
H -4.647 1.045 -0.462 -0.0101
H -4.650 0.102 1.031 0.0439
H -4.215 -1.428 -2.450 0.0906
H -2.458 -1.184 -2.419 0.0700
H -3.546 0.210 -2.500 0.0414
H 0.523 0.464 -5.137 0.0686
H 1.190 -1.183 -5.217 0.0866
H 2.042 0.155 -6.007 0.0855
H 1.747 2.238 -3.791 0.0803
H 3.324 1.866 -4.522 0.0866
H 3.110 1.763 -2.763 0.0834
H 3.179 -1.807 -3.865 0.0859
H 4.033 -0.583 -2.906 0.0794
H 4.115 -0.535 -4.677 0.0850
C 2.815 1.923 1.016 0.0251
C 1.570 2.459 1.718 -0.3852
O 0.426 1.724 1.474 -0.3740
C 1.354 3.944 1.314 -0.5746
F 2.510 4.636 1.346 0.1460
F 0.883 4.026 0.073 0.1186
F 0.494 4.574 2.126 0.1328
C 1.804 2.407 3.254 -0.5509
F 0.674 2.536 3.950 0.1652
F 2.363 1.238 3.611 0.1479
F 2.647 3.374 3.665 0.1520
H 2.734 2.100 -0.051 0.0793
H 2.872 0.850 1.183 0.0848
H 3.708 2.404 1.415 0.1006

67
Properties=species:S:1:pos:R:3:lowdin_charge:R:1 method="wB97M-V/def2-TZVPD" lumo_energy_ev=-6.6 e_homo_ev=-14.291 relative_energy_ev=1.513 charge=+2 orbital_gap_ha=0.28341 largest_force_ha_per_bohr=0.019
Ir 0.174 -0.197 -0.223 1.2575
C -1.923 0.028 -4.109 -0.0559
C -0.546 0.174 -3.475 -0.6491
C 0.527 -0.441 -4.359 -0.0127
C -0.257 1.641 -3.201 -0.0265
O -0.540 -0.566 -2.211 -0.4632
Ge -1.931 -1.648 -1.531 1.1157
O -0.457 -2.070 -0.309 -0.4982
C 0.348 -3.290 -0.130 -0.6333
C -0.153 -4.279 -1.170 -0.0416
C 1.820 -2.981 -0.362 -0.0356
C 0.105 -3.792 1.282 -0.0151
O -1.861 -0.224 -0.180 -0.5008
C -2.985 0.352 0.544 -0.6553
C -3.921 -0.785 0.935 -0.0303
C -2.482 1.066 1.774 -0.0402
C -3.674 1.330 -0.398 -0.0129
H -1.948 0.552 -5.064 0.1084
H -2.698 0.457 -3.467 0.0765
H -2.163 -1.020 -4.301 0.0775
H 0.601 0.107 -5.298 0.1005
H 0.288 -1.481 -4.588 0.0947
H 1.496 -0.409 -3.859 0.0872
H -0.191 2.186 -4.143 0.1045
H 0.689 1.743 -2.676 0.0494
H -1.054 2.086 -2.599 0.0861
H 0.006 -3.899 -2.182 0.0903
H -1.216 -4.489 -1.032 0.0847
H 0.388 -5.218 -1.068 0.1088
H 1.983 -2.582 -1.366 0.0956
H 2.404 -3.893 -0.250 0.1080
H 2.185 -2.263 0.374 0.0275
H -0.950 -4.029 1.428 0.0977
H 0.394 -3.035 2.013 0.0571
H 0.690 -4.693 1.465 0.1040
H -3.388 -1.533 1.524 0.0980
H -4.339 -1.271 0.051 0.0732
H -4.752 -0.400 1.525 0.1039
H -1.984 0.361 2.442 0.0770
H -3.316 1.524 2.306 0.1092
H -1.789 1.854 1.474 0.0704
H -3.957 0.830 -1.326 0.0834
H -3.014 2.164 -0.646 0.0891
H -4.581 1.725 0.060 0.1034
O 1.785 0.668 -0.921 -0.3216
N 2.892 1.233 -0.368 -0.1574
C 3.060 2.548 -0.581 0.0166
C 4.199 3.170 -0.126 0.0025
C 5.162 2.426 0.546 0.0010
C 4.958 1.068 0.735 0.0104
C 3.805 0.481 0.259 -0.0244
H 2.266 3.041 -1.121 0.1481
H 4.328 4.226 -0.314 0.1316
H 6.067 2.898 0.904 0.1329
H 5.689 0.450 1.236 0.1346
H 3.590 -0.574 0.327 0.1179
S 1.101 -0.222 1.928 0.7085
C 0.398 0.749 3.193 -0.7184
N 0.263 2.092 3.065 0.0930
C -0.124 2.885 4.083 -0.0044
C -0.388 2.317 5.295 0.0159
C -0.267 0.928 5.371 -0.0330
N 0.118 0.171 4.349 0.1059
H 0.460 2.501 2.161 0.1519
H -0.205 3.943 3.878 0.1513
H -0.681 2.916 6.144 0.1305
H -0.503 0.399 6.288 0.1382

65
Properties=species:S:1:pos:R:3:lowdin_charge:R:1 method="wB97M-V/def2-TZVPD" lumo_energy_ev=-0.6 e_homo_ev=-8.044 relative_energy_ev=0.749 orbital_gap_ha=0.27338 largest_force_ha_per_bohr=0.047
C 3.883 1.816 2.424 0.1328
C 3.572 0.660 2.501 -0.2918
O 3.009 -0.557 2.688 -0.2318
S 2.697 -1.224 1.152 1.0540
O 3.744 -0.781 0.263 -0.3571
O 1.313 -0.449 0.571 -0.2677
O 0.289 -1.377 0.377 -0.0694
C -0.573 -1.364 1.503 -0.3746
O -0.225 -1.976 2.470 0.1315
C -1.862 -0.587 1.563 -0.1331
C -2.292 0.307 0.575 -0.0084
C -3.489 1.006 0.756 -0.0739
C -4.278 0.803 1.891 -0.0700
C -3.859 -0.100 2.885 -0.0622
C -2.664 -0.785 2.700 -0.0309
H 4.013 2.879 2.327 0.0375
H -1.689 0.462 -0.328 0.1266
H -3.839 1.735 0.019 0.1087
H -5.228 1.332 2.029 0.1092
H -4.468 -0.297 3.771 0.1098
H -2.327 -1.501 3.458 0.1266
C 4.080 2.627 -2.318 -0.0880
C 4.927 3.884 -2.319 -0.2811
N 4.173 5.088 -2.593 -0.1992
C 5.013 6.239 -2.884 -0.2530
C 5.934 6.751 -1.774 -0.0890
C 3.039 5.336 -1.716 -0.2441
C 3.291 5.403 -0.201 -0.0835
H 3.513 2.525 -3.245 0.0807
H 4.723 1.751 -2.220 0.0749
H 3.383 2.613 -1.478 0.0620
H 5.691 3.764 -3.092 0.1189
H 5.461 3.945 -1.358 0.1014
H 4.381 7.064 -3.228 0.1105
H 5.636 5.986 -3.749 0.1088
H 5.378 7.273 -0.994 0.0541
H 6.645 7.469 -2.190 0.0697
H 6.514 5.950 -1.313 0.0658
H 2.296 4.551 -1.888 0.1009
H 2.538 6.253 -2.038 0.1136
H 3.916 4.583 0.157 0.0531
H 2.340 5.344 0.333 0.0717
H 3.758 6.345 0.088 0.0540
C -1.449 -4.611 1.101 -0.0796
C -2.939 -4.302 1.040 -0.2626
N -3.505 -4.453 -0.288 -0.1931
C -4.830 -3.868 -0.419 -0.2494
C -5.964 -4.469 0.417 -0.0871
C -3.326 -5.753 -0.915 -0.2472
C -3.850 -6.986 -0.172 -0.0843
H -0.896 -4.026 0.363 0.0772
H -1.060 -4.359 2.088 0.0685
H -1.242 -5.669 0.931 0.0698
H -3.066 -3.262 1.355 0.0997
H -3.461 -4.921 1.785 0.1047
H -5.124 -3.882 -1.473 0.1115
H -4.752 -2.805 -0.165 0.1058
H -6.284 -5.436 0.032 0.0540
H -6.835 -3.810 0.380 0.0698
H -5.689 -4.583 1.467 0.0662
H -2.256 -5.899 -1.092 0.1019
H -3.762 -5.730 -1.917 0.1144
H -3.568 -6.990 0.882 0.0665
H -3.432 -7.889 -0.623 0.0717
H -4.934 -7.072 -0.241 0.0532